# C2Li2NaO6

C2Li2NaO6 as an isolated structure at a distorted geometry (the ωB97M-V functional and the def2-TZVPD basis, the OMol25 dataset).

Element x y z (Å)
O  -0.73  -1.23  -1.24
C  -1.46  -0.68  -0.38
O  -2.65  -0.41  -0.52
O  -0.97  -0.40  0.88
Li  -3.84  0.89  -1.10
O  0.39  -0.79  0.96
C  1.20  0.32  0.96
O  2.23  0.17  0.31
O  0.73  1.45  1.24
Na  3.37  2.21  0.06
Li  1.73  -1.53  -1.18

Values from the calculation:
Molar mass: 156.89 g/mol
HOMO-LUMO gap (spin up / spin down): 9.492 / 4.515 eV
Net charge: +2
Highest occupied orbital energy (spin up / spin down): -17.18 / -16.96 eV
E: -704.436227 hartree
Spin multiplicity: 2

Here are the Mulliken charges for atoms 1 to 5, given in e:
1. O -0.557
2. C 0.663
3. O -0.752
4. O -0.157
5. Li 0.962